[1]
ORCA calculation (ωB97M-V/def2-TZVPD) on a cluster of 2 separate species, H2N2O2S in total.

Computed properties:
HOMO energy (spin up / spin down): -8.75 / -8.74 eV
E_LUMO (spin up / spin down): -1.0 / -1.0 eV
Max |F|: 7.4 eV/Å
Relative energy (zero: lowest compared OMol25 entry of this formula, charge and spin): 91.8 kcal per mole

Each line ends with the Löwdin charge.
Geometry (Å):
N: 0.374 0.331 0.182  -0.399
N: -0.714 -0.104 0.510  -0.273
O: 2.943 0.120 -0.364  -0.559
O: -1.834 0.464 -0.128  -0.064
S: 1.606 -0.539 -0.220  0.904
H: -0.901 -1.617 0.483  0.263
H: -1.473 1.344 -0.464  0.128

Forces on the atoms, in the same order (eV/Å):
3.636 2.818 -1.743
-4.262 -5.767 1.768
-2.530 -0.468 0.434
0.978 1.397 -0.377
2.231 -0.571 -0.205
0.588 3.993 -0.295
-0.641 -1.403 0.419


[2]
ORCA calculation (ωB97M-V/def2-TZVPD) on a structure of composition C26H24FeN4O3Se2Te.

Computed properties:
Charge: +1
HOMO energy (spin up / spin down): -10.79 / -10.87 eV
E_LUMO (spin up / spin down): -4.1 / -3.2 eV
Multiplicity: 2
Max |F|: 1.9 eV/Å
Relative energy (zero: lowest compared OMol25 entry of this formula, charge and spin): 20.3 kcal per mole

Each line ends with the Löwdin charge.
Geometry (Å):
Fe: -0.675 -0.021 -0.099  0.198
N: -0.053 -0.122 -1.954  -0.044
C: -0.886 -0.998 -2.806  -0.110
C: -1.541 -1.997 -1.923  -0.550
O: -2.015 -3.032 -2.361  0.079
N: -1.546 -1.594 -0.634  -0.057
C: -2.136 -2.560 0.272  -0.079
C: -1.849 -2.161 1.669  -0.519
O: -1.864 -2.799 2.669  0.128
O: -1.528 -0.804 1.698  -0.514
H: 0.238 0.707 -2.460  0.113
H: 0.792 -0.657 -1.712  0.021
H: -0.313 -1.493 -3.587  0.142
H: -1.661 -0.416 -3.287  0.094
H: -1.775 -3.576 0.121  0.151
H: -3.226 -2.614 0.172  0.158
Se: -1.145 -0.225 3.351  1.282
Se: 1.640 -0.393 0.684  0.931
C: 1.786 -2.215 0.131  -0.658
C: 2.149 -3.165 1.073  -0.107
C: 2.200 -4.499 0.677  -0.053
C: 1.900 -4.816 -0.630  -0.051
C: 1.565 -3.790 -1.511  -0.115
N: 1.505 -2.508 -1.152  0.026
C: -0.434 1.373 2.591  -0.551
C: -0.154 2.386 3.497  -0.082
C: 0.429 3.547 3.042  -0.023
C: 0.740 3.665 1.695  -0.022
C: 0.443 2.614 0.867  -0.167
N: -0.153 1.469 1.282  -0.185
H: 2.379 -2.870 2.088  0.101
H: 2.465 -5.273 1.387  0.116
H: 1.920 -5.841 -0.978  0.111
H: 1.332 -4.012 -2.546  0.116
H: -0.390 2.262 4.547  0.117
H: 0.647 4.352 3.733  0.126
H: 1.204 4.555 1.293  0.124
H: 0.693 2.655 -0.177  0.097
Te: -2.760 1.612 -0.662  1.597
C: -2.485 3.652 -0.924  -0.523
C: -3.594 4.458 -0.696  -0.131
C: -3.520 5.817 -0.987  -0.061
C: -2.353 6.360 -1.505  -0.061
C: -1.244 5.551 -1.724  -0.066
C: -1.307 4.194 -1.434  -0.158
C: -3.342 1.250 -2.630  -0.529
C: -4.447 0.439 -2.841  -0.133
C: -4.860 0.174 -4.146  -0.058
C: -4.177 0.731 -5.217  -0.060
C: -3.072 1.550 -4.996  -0.064
C: -2.649 1.809 -3.699  -0.147
H: -4.510 4.040 -0.299  0.096
H: -4.381 6.449 -0.809  0.114
H: -2.307 7.416 -1.745  0.113
H: -0.333 5.974 -2.129  0.112
H: -0.444 3.571 -1.627  0.081
H: -4.983 0.003 -2.007  0.099
H: -5.720 -0.462 -4.318  0.114
H: -4.508 0.533 -6.230  0.113
H: -2.540 1.985 -5.834  0.113
H: -1.790 2.449 -3.533  0.095

Forces on the atoms, in the same order (eV/Å):
-0.107 -0.538 1.798
0.666 0.032 -0.279
0.284 0.455 -0.180
-0.151 -0.537 -0.407
-0.060 0.079 0.296
-0.150 -0.274 -0.176
-0.020 0.097 -0.041
0.268 0.372 -0.144
-0.097 0.037 0.295
-0.262 -0.381 -0.783
-0.017 0.087 0.071
0.088 -0.010 -0.572
0.166 -0.040 0.070
-0.103 0.101 -0.111
0.139 -0.059 -0.105
-0.044 0.010 -0.074
0.401 0.586 0.603
-0.362 -0.458 -0.325
0.051 -0.202 -0.388
-0.012 -0.276 -0.136
0.066 0.198 0.215
-0.081 -0.042 -0.353
0.001 -0.030 0.150
0.173 -0.060 0.516
-0.009 -0.166 0.053
0.016 0.103 -0.010
0.082 0.179 0.172
0.039 0.043 0.015
-0.164 -0.313 0.136
-0.231 1.044 0.056
-0.059 0.004 -0.002
0.005 0.042 -0.024
0.002 0.076 0.001
-0.028 0.017 -0.006
-0.050 -0.022 -0.039
-0.004 -0.039 -0.037
-0.008 -0.048 0.013
0.046 -0.080 -0.191
-0.418 -0.559 0.416
0.222 0.322 -0.128
0.157 0.284 -0.001
-0.017 -0.069 0.031
0.003 -0.039 0.016
-0.021 -0.044 0.026
-0.157 0.211 -0.029
-0.121 0.038 -0.174
0.001 -0.137 -0.273
0.064 0.020 0.095
0.054 0.035 -0.001
-0.060 -0.038 0.085
-0.123 0.023 -0.189
0.002 -0.011 -0.014
0.019 -0.018 -0.023
0.003 -0.042 0.033
-0.022 -0.003 -0.001
-0.039 -0.027 -0.061
-0.020 0.043 -0.007
0.047 0.030 0.009
0.027 0.001 0.059
-0.030 -0.020 0.037
-0.042 0.010 0.017


[3]
ORCA calculation (ωB97M-V/def2-TZVPD) on a structure of composition C14H36AsF6MgN3O13.

Computed properties:
HOMO energy: -8.01 eV
E_LUMO: -0.6 eV
Max |F|: 5.5 eV/Å
Relative energy (zero: lowest compared OMol25 entry of this formula, charge and spin): 66.9 kcal per mole

Each line ends with the Löwdin charge.
Geometry (Å):
Mg: 0.997 1.476 1.307  0.533
N: 2.491 -0.404 -0.789  -0.547
O: 1.808 0.124 0.078  -0.077
O: 3.349 0.275 -1.310  0.000
O: 2.367 -1.613 -1.195  0.033
As: -2.071 -0.196 0.041  1.049
F: -0.658 0.497 1.048  -0.275
F: -1.790 1.126 -1.162  -0.273
F: -3.346 -1.025 -1.034  -0.298
F: -2.164 -1.498 1.321  -0.274
F: -3.226 0.892 0.829  -0.252
F: -0.859 -1.171 -0.848  -0.237
C: -2.775 -4.264 2.440  0.048
N: -2.052 -4.674 1.145  -0.395
O: -0.978 -4.145 0.819  0.038
O: -2.560 -5.639 0.593  0.049
H: -2.000 -4.024 3.168  0.088
H: -3.357 -5.135 2.742  0.088
H: -3.436 -3.439 2.177  0.083
C: -5.139 0.981 -2.398  0.068
N: -6.450 1.295 -1.696  -0.471
O: -6.596 2.428 -1.224  0.022
O: -7.294 0.466 -1.726  0.074
H: -4.748 1.955 -2.695  0.097
H: -5.597 0.392 -3.192  0.102
H: -4.634 0.500 -1.560  0.060
C: 3.455 -1.323 -4.366  -0.106
O: 2.571 -2.358 -3.836  -0.181
C: 1.221 -1.916 -4.075  -0.200
C: 0.303 -2.994 -3.537  -0.257
O: 0.888 -3.657 -2.455  -0.165
C: -0.109 -4.628 -2.001  -0.085
H: 3.394 -1.095 -5.430  0.078
H: 4.420 -1.748 -4.090  0.085
H: 3.542 -0.384 -3.819  0.060
H: 1.011 -1.974 -5.143  0.114
H: 1.085 -0.903 -3.697  0.111
H: 0.069 -3.756 -4.280  0.113
H: -0.682 -2.566 -3.351  0.116
H: -0.572 -5.285 -2.738  0.083
H: -0.916 -4.017 -1.597  0.060
H: 0.277 -5.219 -1.170  0.079
C: 3.782 2.633 1.536  -0.063
O: 2.535 2.323 2.087  -0.232
C: 2.563 2.026 3.534  -0.085
C: 2.388 0.527 3.698  -0.143
O: 1.152 0.361 3.027  -0.253
C: 0.650 -0.978 3.155  -0.015
H: 4.497 1.810 1.543  0.110
H: 4.279 3.387 2.147  0.100
H: 3.840 2.954 0.497  0.110
H: 1.773 2.656 3.946  0.122
H: 3.456 2.319 4.085  0.141
H: 2.308 0.246 4.749  0.138
H: 3.228 -0.098 3.394  0.151
H: -0.368 -1.011 2.767  0.077
H: 0.522 -1.116 4.228  0.101
H: 1.283 -1.704 2.645  0.124
C: 1.129 2.529 -1.795  -0.003
O: 0.894 2.562 -0.347  -0.230
C: 0.679 3.874 0.099  -0.188
C: -0.328 3.847 1.197  -0.094
O: -0.050 2.765 2.156  -0.243
C: -0.704 2.918 3.385  -0.056
H: 0.994 1.481 -2.061  0.091
H: 2.093 2.898 -2.147  0.106
H: 0.351 3.026 -2.375  0.101
H: 0.350 4.598 -0.646  0.151
H: 1.639 4.184 0.514  0.131
H: -1.314 3.725 0.749  0.152
H: -0.302 4.837 1.654  0.144
H: -1.791 2.993 3.418  0.114
H: -0.400 3.896 3.760  0.101
H: -0.371 2.174 4.109  0.103

Forces on the atoms, in the same order (eV/Å):
0.405 -3.060 -1.899
1.669 -4.165 -3.162
-2.155 0.104 2.760
1.595 1.731 -0.786
-0.737 2.724 2.153
0.537 -1.962 -2.301
-1.810 -0.446 -0.544
-0.372 -1.181 1.318
1.647 1.468 2.120
-0.308 2.086 -1.485
1.095 -1.339 -0.388
-1.340 1.213 1.296
0.481 -0.122 -0.832
1.143 -0.520 0.459
-2.213 -0.644 0.982
0.351 0.771 -0.242
-0.231 0.261 -0.165
0.163 0.158 -0.116
0.291 0.059 0.192
-2.029 0.660 0.981
0.762 3.088 -0.225
0.270 -0.902 -0.047
-1.319 -1.529 0.281
0.262 -0.433 0.006
1.317 -0.419 -0.136
0.616 -0.337 -0.950
1.100 -1.566 1.422
-0.309 2.581 -1.742
0.847 -1.616 -0.043
0.040 0.001 0.011
-1.553 -1.602 0.355
0.346 1.438 0.853
-0.335 -0.440 -0.163
0.344 -0.094 -0.715
-1.138 0.159 0.384
0.166 0.726 -0.425
-0.220 -0.060 0.282
0.345 -0.070 -0.656
-0.234 0.298 0.679
0.549 0.003 -0.638
-0.240 -0.176 0.126
0.292 0.144 -0.270
2.556 0.152 0.074
0.980 0.376 1.397
0.873 -0.015 -0.168
-0.763 1.240 0.546
0.296 -1.283 -0.136
-1.007 0.099 0.413
-0.336 -0.593 0.168
-0.225 0.373 -0.001
-1.151 0.031 0.012
-0.204 -0.595 0.084
0.468 0.380 -0.777
-0.446 0.279 0.344
-0.069 0.134 -1.040
0.333 0.053 -0.388
0.414 -0.592 0.109
0.024 0.057 0.144
-0.613 -1.574 -0.166
-0.264 1.213 -2.448
0.996 0.178 1.061
-0.840 0.083 0.260
-1.375 2.215 -0.742
-0.021 1.217 1.433
0.458 0.043 0.051
0.191 -0.048 0.720
-0.294 0.428 0.631
-0.004 -0.269 -0.228
0.146 0.616 -0.067
-0.205 -0.421 0.317
-0.017 -0.131 0.586
-0.145 -0.595 -0.869
0.196 0.146 0.382
-0.039 -0.187 -0.436